Record 1
Entry from OMol25: a gas-phase ion, C16H25ClNO2 (charge +1) (ωB97M-V/def2-TZVPD).

Total charge: +1
HOMO-LUMO gap in eV: 8.7
SMILES: CCCCCOc1ccc(C[NH+]2CCOCC2)cc1Cl
Relative energy (zero: lowest compared OMol25 entry of this formula, charge and spin) in kJ/mol: 33.99

The geometry in XYZ format:
```
45
Properties=species:S:1:pos:R:3:nbo_charge:R:1
C 6.594 2.793 0.284 -0.6000
C 5.272 2.045 0.164 -0.3943
C 5.498 0.559 -0.110 -0.3953
C 4.208 -0.223 -0.351 -0.4238
C 3.370 -0.376 0.919 -0.0673
O 2.235 -1.206 0.710 -0.4623
C 1.156 -0.745 0.080 0.3322
C 0.935 0.569 -0.335 -0.2909
C -0.245 0.930 -0.958 -0.1759
C -1.244 -0.005 -1.200 -0.1515
C -2.523 0.383 -1.882 -0.2177
N -3.608 0.763 -0.908 -0.3427
C -4.003 -0.356 -0.018 -0.2650
C -5.148 0.099 0.894 -0.0894
O -4.768 1.216 1.652 -0.4908
C -4.422 2.300 0.834 -0.0891
C -3.246 1.939 -0.081 -0.2642
C -1.031 -1.327 -0.808 -0.1628
C 0.138 -1.689 -0.175 -0.0898
Cl 0.382 -3.321 0.315 0.0582
H 7.168 2.704 -0.635 0.2062
H 6.421 3.848 0.481 0.2132
H 7.189 2.385 1.098 0.2066
H 4.686 2.478 -0.651 0.1909
H 4.708 2.174 1.090 0.1883
H 6.126 0.463 -0.997 0.2138
H 6.041 0.114 0.727 0.2017
H 3.619 0.270 -1.128 0.1972
H 4.454 -1.225 -0.709 0.2220
H 3.949 -0.901 1.683 0.2096
H 3.063 0.594 1.323 0.1753
H 1.689 1.323 -0.177 0.2379
H -0.371 1.954 -1.276 0.2160
H -2.900 -0.449 -2.480 0.2339
H -2.358 1.243 -2.535 0.2338
H -4.436 1.020 -1.459 0.4290
H -4.313 -1.211 -0.620 0.2356
H -3.134 -0.631 0.584 0.2481
H -5.394 -0.689 1.606 0.2370
H -6.043 0.326 0.292 0.1744
H -4.140 3.115 1.502 0.2358
H -5.285 2.620 0.229 0.1742
H -2.996 2.780 -0.729 0.2344
H -2.374 1.671 0.520 0.2476
H -1.763 -2.091 -1.013 0.2201
```

Record 2
Entry from OMol25: a gas-phase ion, C16H25FNO (charge +1) (ωB97M-V/def2-TZVPD).

Total charge: +1
HOMO-LUMO gap in eV: 9.4
SMILES: C[C@H]1CC[N@@H+](CCCCOc2ccc(F)cc2)CC1

The geometry in XYZ format:
```
44
Properties=species:S:1:pos:R:3:nbo_charge:R:1
C -1.401 -3.671 0.777 -0.5977
C -1.327 -2.188 0.432 -0.2178
C -2.706 -1.532 0.490 -0.4230
C -2.589 -0.015 0.313 -0.2211
N -1.438 0.348 -0.554 -0.4060
C -1.551 1.711 -1.122 -0.2159
C -1.662 2.813 -0.068 -0.4224
C -0.609 2.773 1.047 -0.4334
C 0.820 2.519 0.573 -0.0732
O 0.995 1.110 0.447 -0.5602
C 2.276 0.617 0.265 0.2555
C 3.340 1.380 -0.196 -0.2199
C 4.579 0.792 -0.379 -0.2647
C 4.740 -0.553 -0.100 0.3866
F 5.938 -1.122 -0.284 -0.3065
C 3.691 -1.325 0.370 -0.2407
C 2.458 -0.732 0.555 -0.2539
C -1.251 -0.678 -1.605 -0.2204
C -0.750 -1.981 -0.979 -0.4270
H -2.089 -4.186 0.112 0.2134
H -1.745 -3.810 1.798 0.2225
H -0.422 -4.132 0.681 0.2219
H -0.681 -1.700 1.172 0.1947
H -3.338 -1.967 -0.286 0.2154
H -3.183 -1.739 1.447 0.2434
H -2.451 0.465 1.283 0.2246
H -3.499 0.381 -0.142 0.2253
H -0.560 0.367 0.009 0.4919
H -2.424 1.745 -1.778 0.2309
H -0.661 1.879 -1.732 0.2234
H -1.572 3.759 -0.604 0.2400
H -2.651 2.802 0.390 0.2249
H -0.636 3.734 1.561 0.2473
H -0.852 2.010 1.790 0.2105
H 1.532 2.902 1.312 0.2096
H 1.007 3.021 -0.384 0.1795
H 3.223 2.429 -0.415 0.2195
H 5.417 1.370 -0.734 0.2438
H 3.848 -2.367 0.594 0.2408
H 1.635 -1.308 0.948 0.2162
H -0.532 -0.313 -2.339 0.2349
H -2.209 -0.819 -2.109 0.2200
H -1.051 -2.810 -1.619 0.2372
H 0.340 -1.981 -0.938 0.2300
```

Record 3
Entry from OMol25: a molecular structure, C16H25N2O4S in a non-equilibrium geometry (ωB97M-V/def2-TZVPD).

Total charge: +1
HOMO-LUMO gap in eV: 9.0

The geometry in XYZ format:
```
48
Properties=species:S:1:pos:R:3:nbo_charge:R:1
C -2.859 -4.402 3.045 -0.6883
C -2.405 -3.258 2.354 0.5314
O -3.023 -2.870 1.307 -0.5385
C -1.114 -2.531 2.787 -0.0686
C -0.495 -2.630 4.117 -0.1703
C 0.773 -2.094 4.312 -0.1905
C 1.473 -1.199 3.427 -0.1017
C 0.549 -0.872 2.259 -0.2892
C -0.583 -1.513 1.842 -0.1622
H -0.958 -1.385 0.973 0.2244
S 1.236 0.143 0.938 2.1941
O 1.436 -0.352 -0.283 -0.9352
O 2.476 1.081 1.802 -0.8924
N -0.018 1.165 0.752 -0.9167
H -0.562 1.477 1.704 0.4614
C 0.454 2.515 0.125 -0.2969
H -0.461 3.139 0.329 0.2237
H 1.180 3.061 0.775 0.2869
C 0.710 2.386 -1.231 0.1567
C 2.442 2.380 -1.346 -0.5923
H 2.739 2.702 -2.261 0.2008
H 2.857 1.467 -1.037 0.2241
H 2.708 3.193 -0.733 0.2318
C 0.450 3.581 -2.163 -0.5798
H 0.412 4.656 -1.568 0.2599
H -0.783 3.662 -2.015 0.2169
H 0.851 3.770 -2.930 0.1763
N 0.228 1.101 -1.960 -0.5128
C -0.980 0.984 -1.991 -0.3219
H -1.445 1.132 -0.904 0.2550
H -1.651 1.647 -2.694 0.2530
C -1.472 -0.343 -2.304 -0.0541
O -0.911 -0.776 -3.617 -0.5345
C 0.574 -0.456 -3.571 -0.1534
H 0.875 -0.714 -4.642 0.2615
C 0.757 0.756 -3.365 -0.2652
H 1.824 1.088 -3.225 0.2511
H 0.590 1.413 -4.063 0.2424
H 0.983 -1.255 -2.986 0.2217
H -2.473 -0.662 -2.584 0.2654
H -0.835 -1.266 -1.535 0.1358
H 0.931 0.320 -1.499 0.5389
H 2.228 -0.620 3.673 0.2440
H 1.247 -2.271 5.309 0.2398
H -1.000 -3.425 4.531 0.2307
H -2.148 -5.142 3.316 0.2505
H -3.686 -4.769 2.638 0.2510
H -3.121 -4.010 4.192 0.2351
```

Record 4
Entry from OMol25: 2 unconnected molecules or ions with the total composition C16H25N3O4 in a non-equilibrium geometry (ωB97M-V/def2-TZVPD).

HOMO-LUMO gap in eV: 9.2
SMILES: CNC(=O)[C@@H](NC(C)=O)[C@@H](C)O.N[C@H](C=O)Cc1ccccc1
Relative energy (zero: lowest compared OMol25 entry of this formula, charge and spin) in kJ/mol: 129.89

The geometry in XYZ format:
```
48
Properties=species:S:1:pos:R:3:nbo_charge:R:1
C 0.602 -0.908 4.864 -0.4303
N -0.013 0.018 3.912 -0.6138
C 0.046 0.080 2.572 0.6742
O -0.568 0.986 2.025 -0.6213
C 0.918 -0.850 1.704 -0.1639
N 2.188 -1.261 2.331 -0.6217
C 3.277 -1.620 1.653 0.6734
C 4.503 -1.945 2.474 -0.7072
O 3.311 -1.699 0.435 -0.6264
C 0.131 -2.074 1.186 0.1000
C -0.225 -3.119 2.244 -0.6324
O -1.092 -1.685 0.611 -0.7107
H 0.010 -0.920 5.781 0.2248
H 1.612 -0.576 5.110 0.1850
H 0.630 -1.923 4.473 0.2134
H -0.609 0.733 4.303 0.4120
H 1.173 -0.262 0.822 0.2514
H 2.252 -1.215 3.333 0.3974
H 4.285 -2.777 3.140 0.2218
H 4.796 -1.069 3.049 0.2233
H 5.313 -2.223 1.800 0.2478
H 0.728 -2.564 0.416 0.1878
H -0.728 -3.955 1.758 0.2326
H 0.679 -3.494 2.721 0.2060
H -0.900 -2.692 2.985 0.2060
H -0.910 -1.058 -0.094 0.4732
N -3.615 1.056 -2.355 -0.8237
C -3.051 1.146 -3.726 -0.1439
C -3.815 0.284 -4.757 0.4195
O -3.832 -0.943 -4.699 -0.5240
C -1.576 0.713 -3.692 -0.4422
C -0.703 1.728 -2.991 0.0814
C -0.520 1.671 -1.602 -0.2370
C 0.303 2.596 -0.953 -0.1946
C 0.948 3.594 -1.689 -0.2250
C 0.763 3.669 -3.072 -0.2070
C -0.059 2.739 -3.720 -0.2541
H -3.564 0.099 -1.998 0.3701
H -4.571 1.410 -2.309 0.3672
H -3.102 2.186 -4.067 0.1958
H -4.362 0.778 -5.553 0.1143
H -1.210 0.582 -4.716 0.2178
H -1.487 -0.258 -3.194 0.2212
H -1.037 0.918 -1.017 0.2049
H 0.426 2.545 0.125 0.2300
H 1.586 4.312 -1.184 0.2109
H 1.262 4.445 -3.644 0.2107
H -0.191 2.801 -4.796 0.2053
```

Record 5
Entry from OMol25: C16H25N3O5 in the gas phase in a non-equilibrium geometry (ωB97M-V/def2-TZVPD).

HOMO-LUMO gap in eV: 8.8
SMILES: CCOC(=O)CCCCC(=O)c1[nH]c(=O)[nH]c1CN1CCOCC1
Relative energy (zero: lowest compared OMol25 entry of this formula, charge and spin) in kJ/mol: 1.79

The geometry in XYZ format:
```
49
Properties=species:S:1:pos:R:3:nbo_charge:R:1
C 4.290 1.198 2.684 -0.6476
C 3.917 0.219 3.786 -0.0791
O 2.565 0.413 4.228 -0.4948
C 1.613 -0.341 3.701 0.8304
O 1.806 -1.206 2.879 -0.6607
C 0.262 0.015 4.282 -0.5035
C -0.863 -0.901 3.801 -0.3965
C -1.177 -0.737 2.303 -0.3937
C -0.960 -2.040 1.521 -0.5029
C -1.045 -1.790 0.031 0.5638
O -2.006 -2.134 -0.634 -0.5691
C 0.073 -1.068 -0.549 -0.0792
N 1.226 -0.694 0.136 -0.6047
C 2.032 0.062 -0.660 0.7497
O 3.092 0.577 -0.383 -0.6615
N 1.360 0.140 -1.872 -0.5970
C 0.178 -0.539 -1.811 0.2893
C -0.756 -0.605 -2.967 -0.2974
N -0.875 0.716 -3.573 -0.4524
C -1.578 1.675 -2.730 -0.2558
C -3.098 1.464 -2.734 -0.0939
O -3.612 1.492 -4.050 -0.5269
C -2.996 0.510 -4.856 -0.0914
C -1.476 0.711 -4.898 -0.2439
H 5.357 1.123 2.490 0.2175
H 4.060 2.214 2.995 0.2068
H 3.761 0.978 1.759 0.2542
H 4.032 -0.814 3.443 0.2019
H 4.527 0.383 4.678 0.1871
H 0.352 -0.031 5.369 0.2404
H 0.052 1.055 4.022 0.2355
H -1.753 -0.685 4.394 0.2147
H -0.579 -1.935 4.003 0.2115
H -2.212 -0.420 2.168 0.2147
H -0.543 0.046 1.883 0.2013
H -1.730 -2.764 1.794 0.2301
H 0.020 -2.451 1.767 0.2319
H 1.478 -0.984 1.073 0.4540
H 1.673 0.665 -2.672 0.4357
H -0.335 -1.278 -3.723 0.2168
H -1.701 -1.040 -2.616 0.2321
H -1.196 1.605 -1.711 0.2066
H -1.357 2.672 -3.124 0.2016
H -3.598 2.271 -2.197 0.1966
H -3.348 0.506 -2.254 0.1680
H -3.428 0.622 -5.852 0.1964
H -3.235 -0.494 -4.472 0.1620
H -1.009 -0.066 -5.504 0.2010
H -1.263 1.686 -5.349 0.2004
```